1.
The following is a quantum chemistry calculation of an isolated molecule of FH3NOPS, from the OMol25 dataset.

Last column: Löwdin charge in e.
CARTESIAN COORDINATES (ANGSTROEM)
N: -1.203765 -0.268015 0.408011  -0.100
P: 0.453917 -0.112297 -0.005085  0.100
O: 0.160090 0.889201 -1.131832  -0.201
F: 0.999784 0.957226 1.171766  -0.248
S: 1.624949 -1.608024 -0.437186  0.234
H: -1.431499 0.159353 1.320415  0.063
H: -1.628698 -1.180139 0.152971  0.068
H: 1.025222 1.162694 -1.479059  0.083

Force components x, y, z for each atom (eV/Å):
1.37 -0.77 0.64
-0.89 -0.64 2.79
1.19 1.73 -1.95
-0.88 -1.99 -1.55
-0.90 1.18 0.61
-0.09 -0.81 -0.80
0.43 1.02 0.82
-0.23 0.27 -0.56

The calculation puts the gap between HOMO and LUMO at 0.3733 Eh. As for the multiplicity: 1. As for the LUMO energy: 0.021 Ha. As for the SMILES: N[P@@](O)(F)=S. For the energy above the lowest of the compared OMol25 structures with the same formula, charge and spin, the calculation gives 0.3923 eV.

---

2.
The following is a quantum chemistry calculation of a cluster of 2 separate species, FH3O3P in total, from the OMol25 dataset.

Last column: Löwdin charge in e.
CARTESIAN COORDINATES (ANGSTROEM)
O: 2.692415 -0.558312 -0.120438  -0.098
O: 0.165626 -0.967198 0.167695  -0.040
O: 0.871216 1.471951 0.002952  -0.021
F: -2.650365 -0.743920 -0.078507  0.007
P: 1.361071 -0.049604 0.015668  0.752
H: -3.254513 -0.356735 0.447156  0.089
H: -0.838913 -0.768514 -0.140277  0.182
H: 1.653461 1.972329 -0.294251  0.129

Force components x, y, z for each atom (eV/Å):
0.12 0.47 0.13
-2.15 0.58 -0.87
1.28 -2.50 -0.21
2.29 -1.15 -1.68
-1.69 0.87 -0.11
-1.84 1.15 1.60
2.03 -0.27 1.08
-0.04 0.85 0.06

The calculation puts the gap between HOMO and LUMO at 0.4651 Eh. The net charge is +1. As for the multiplicity: 1. As for the LUMO energy: -0.229 Ha. For the energy above the lowest of the compared OMol25 structures with the same formula, charge and spin, the calculation gives 2.9955 eV.

---

3.
The following is a quantum chemistry calculation of an isolated molecule of FH3OP2, from the OMol25 dataset.

Last column: Löwdin charge in e.
CARTESIAN COORDINATES (ANGSTROEM)
O: -0.131459 -1.689003 -0.457312  -0.462
P: 0.922774 -0.497729 -0.027719  0.547
P: -0.633959 1.094896 0.141378  0.602
F: 0.294684 2.362493 0.639929  -0.453
H: -1.036198 -1.638637 -0.257569  -0.005
H: 1.521699 -0.004512 -1.330756  -0.085
H: -0.937541 0.372492 1.292048  -0.144

Force components x, y, z for each atom (eV/Å):
2.06 -0.48 -0.82
0.96 0.83 -0.74
0.74 0.72 -0.98
-0.63 -1.00 0.18
-1.88 0.37 0.38
-0.98 -0.72 0.94
-0.27 0.28 1.04

The calculation puts the gap between HOMO and LUMO at 0.3221 Eh. As for the multiplicity: 1. As for the LUMO energy: -0.004 Ha. As for the SMILES: O[PH]#[PH]F. For the energy above the lowest of the compared OMol25 structures with the same formula, charge and spin, the calculation gives 0.9227 eV.

---

4.
The following is a quantum chemistry calculation of an isolated molecule of FH3OSi, from the OMol25 dataset.

Last column: Löwdin charge in e.
CARTESIAN COORDINATES (ANGSTROEM)
F: 2.842925 0.296961 0.094449  -0.124
O: 1.834848 -0.615326 -0.213119  -0.331
Si: 0.301064 -0.024465 0.045665  0.629
H: 0.544237 0.786664 1.316163  -0.030
H: -0.206027 0.568534 -1.064658  -0.119
H: -0.533704 -1.364503 0.011218  -0.026

Force components x, y, z for each atom (eV/Å):
0.27 0.77 0.20
0.46 -1.59 -0.64
0.04 -1.90 2.67
-0.77 -0.39 -0.75
-0.91 1.88 -2.07
0.90 1.23 0.59

The calculation puts the gap between HOMO and LUMO at 0.4400 Eh. As for the multiplicity: 1. As for the LUMO energy: 0.025 Ha. As for the SMILES: FO[SiH3]. For the energy above the lowest of the compared OMol25 structures with the same formula, charge and spin, the calculation gives 6.4262 eV.

---

5.
The following is a quantum chemistry calculation of an isolated molecule of FH3P2S, from the OMol25 dataset.

Last column: Löwdin charge in e.
CARTESIAN COORDINATES (ANGSTROEM)
F: 1.772998 -0.401524 1.194551  -0.428
P: 1.274684 -0.678651 -0.294409  0.611
P: -0.822112 -0.025076 -0.043379  0.043
S: -1.117973 1.829724 0.490040  0.001
H: 1.599283 0.544050 -0.918730  -0.097
H: -1.337574 -0.344776 -1.308615  -0.066
H: -1.369305 -0.923747 0.880542  -0.063

Force components x, y, z for each atom (eV/Å):
0.10 0.25 0.18
-0.05 -0.79 -0.28
0.04 1.49 0.37
0.04 -0.29 -0.09
-0.03 0.23 0.10
-0.10 -0.42 0.00
0.00 -0.46 -0.28

The calculation puts the gap between HOMO and LUMO at 0.3242 Eh. As for the multiplicity: 1. As for the LUMO energy: 0.004 Ha. As for the SMILES: FP[PH2]=S. For the energy above the lowest of the compared OMol25 structures with the same formula, charge and spin, the calculation gives 0.3036 eV.

---

6.
The following is a quantum chemistry calculation of a structure of composition FH4N2PS, from the OMol25 dataset.

Last column: Löwdin charge in e.
CARTESIAN COORDINATES (ANGSTROEM)
N: 0.862575 -0.692476 0.325476  -0.222
N: -1.122101 0.845107 -0.427211  -0.088
F: 1.157002 -1.299891 -1.993456  -0.298
P: -0.113784 0.433377 0.869022  0.252
S: -0.256158 1.188589 2.596470  0.273
H: 1.515260 -1.161605 0.995654  0.067
H: 0.938580 -1.093758 -0.971977  -0.056
H: -1.929260 1.240119 -0.029402  0.019
H: -1.052115 0.540538 -1.364576  0.054

Force components x, y, z for each atom (eV/Å):
-0.40 0.64 2.13
2.09 -0.10 3.60
-0.55 0.20 1.02
0.64 -1.72 -2.53
-0.34 0.10 -0.46
-0.83 0.93 -0.75
0.63 -0.28 -1.81
-1.38 0.78 -0.40
0.14 -0.54 -0.79

The calculation puts the gap between HOMO and LUMO at 0.3791 Eh. As for the multiplicity: 1. As for the LUMO energy: -0.009 Ha. For the energy above the lowest of the compared OMol25 structures with the same formula, charge and spin, the calculation gives 1.8436 eV.

---

7.
The following is a quantum chemistry calculation of a structure of composition FH6PSSb, from the OMol25 dataset.

Last column: Löwdin charge in e.
CARTESIAN COORDINATES (ANGSTROEM)
F: -0.304297 0.037009 2.095434  -0.667
Sb: -0.504886 -0.944957 0.339088  0.599
P: 0.662303 1.231425 -0.616773  0.001
S: 1.624334 1.120598 -2.361185  -0.217
H: -2.012377 -0.085643 0.233750  -0.115
H: -0.605422 -1.592785 -1.258528  -0.127
H: 1.125263 -1.464177 0.600876  -0.103
H: -1.209695 -2.305260 1.147683  -0.135
H: 1.492187 1.712101 0.408801  -0.118
H: -0.267410 2.291689 -0.589146  -0.119

Force components x, y, z for each atom (eV/Å):
0.01 0.06 0.11
-0.16 -0.23 0.11
0.05 -0.06 -0.27
0.02 0.07 -0.01
0.08 0.00 0.01
0.01 -0.01 -0.04
-0.05 0.01 0.02
0.00 -0.02 -0.04
0.16 0.05 0.14
-0.12 0.12 -0.03

The calculation puts the gap between HOMO and LUMO at 0.2766 Eh. The net charge is -1. As for the multiplicity: 1. As for the LUMO energy: 0.138 Ha.

---

8.
The following is a quantum chemistry calculation of a structure of composition FH8O4Zr, from the OMol25 dataset.

Last column: Löwdin charge in e.
CARTESIAN COORDINATES (ANGSTROEM)
Zr: -0.361550 -1.127031 -1.733633  2.527
F: 0.083076 -0.094942 0.016431  -0.366
O: -1.812362 -1.872478 -0.070736  -0.073
H: -1.842447 -1.366479 0.793434  0.125
H: -2.151465 -2.783770 0.137731  0.177
O: -1.446690 0.257812 2.454498  0.045
H: -0.776538 0.389597 1.777433  -0.005
H: -1.295167 0.970592 3.106486  0.116
O: 1.937608 -0.730141 -1.955073  -0.071
H: 2.536257 -1.170131 -1.298812  0.160
H: 2.455165 0.041027 -2.311634  0.174
O: 1.271104 2.550109 -0.369704  0.082
H: 0.537163 3.157262 -0.595946  0.106
H: 0.865845 1.778573 0.049524  0.003

Force components x, y, z for each atom (eV/Å):
2.00 2.69 6.23
-1.17 -2.48 -4.41
1.17 0.09 -1.05
-0.01 -0.07 -0.28
-0.06 0.36 -0.27
0.07 -0.12 -0.50
0.23 0.42 0.43
-0.26 -0.33 0.01
-1.48 -0.64 0.30
-0.07 0.18 -0.30
-0.36 -0.21 -0.06
-0.55 -0.45 -0.68
0.41 0.09 0.26
0.08 0.49 0.32

The calculation puts the gap between HOMO and LUMO at 0.1172 Eh. The net charge is +3. As for the multiplicity: 1. As for the LUMO energy: -0.694 Ha. For the energy above the lowest of the compared OMol25 structures with the same formula, charge and spin, the calculation gives 0.0000 eV.

---

9.
The following is a quantum chemistry calculation of a structure of composition FHLaMgNO3S2, from the OMol25 dataset.

Last column: Löwdin charge in e.
CARTESIAN COORDINATES (ANGSTROEM)
Mg: -3.453560 0.318642 -0.460725  0.640
N: -0.343965 -0.224990 -1.255030  -0.941
S: -1.807608 -0.672918 -2.126623  0.301
S: -0.385068 0.991700 -0.299205  0.516
O: 0.867847 0.761972 0.640601  -0.509
O: -1.704392 1.317571 0.288282  -0.474
F: -0.052534 2.368306 -1.098065  -0.161
La: 1.661934 -1.560827 -0.165560  2.198
O: 2.794062 -1.697661 1.799012  -0.547
H: 2.423286 -1.601796 2.677313  -0.023

Force components x, y, z for each atom (eV/Å):
0.07 -0.06 -0.20
0.78 0.03 0.96
-0.13 -0.10 0.08
1.60 0.40 1.06
-2.82 0.26 -2.37
1.97 -0.48 -0.37
-0.09 -1.77 1.13
0.06 1.72 1.86
-1.69 -0.16 -2.57
0.25 0.15 0.42

The calculation puts the gap between HOMO and LUMO (spin up / spin down) at 0.1298 / 0.2163 Eh. The net charge is +1. As for the multiplicity: 2. As for the LUMO energy (spin up / spin down): -0.213 / -0.214 Ha.

---

10.
The following is a quantum chemistry calculation of an isolated molecule of FHN2O3, from the OMol25 dataset.

Last column: Löwdin charge in e.
CARTESIAN COORDINATES (ANGSTROEM)
O: -0.569409 0.763135 -1.376068  0.124
N: 0.419626 0.635892 -0.767849  -0.374
O: 1.486852 1.062566 -0.960058  0.152
N: 0.147620 -0.459544 0.382009  -0.089
O: -1.142414 -0.410534 0.680942  0.004
F: 1.114041 -0.158757 1.384817  -0.028
H: -1.456317 -1.432758 0.656207  0.212

Force components x, y, z for each atom (eV/Å):
-1.80 0.52 -1.53
-1.44 -1.06 1.58
1.97 0.16 0.63
2.56 -1.24 -2.15
-0.75 -2.28 1.38
-1.71 0.50 0.05
1.17 3.40 0.05

The calculation puts the gap between HOMO and LUMO at 0.4034 Eh. As for the multiplicity: 1. As for the LUMO energy: 0.004 Ha. As for the SMILES: O=[N+]([O-])N(O)F. For the energy above the lowest of the compared OMol25 structures with the same formula, charge and spin, the calculation gives 2.0234 eV.

---

no.,maximum force (eV Å⁻¹)
1,2.99
2,3.07
3,2.27
4,3.28
5,1.54
6,4.16
7,0.30
8,7.07
9,3.69
10,3.59